Entry 1:
Below is C2H4OS in the gas phase in a non-equilibrium geometry, with properties calculated with ωB97M-V/def2-TZVPD.

Calculated values
Energy above the lowest of the compared OMol25 structures with the same formula, charge and spin   110.1 kJ/mol
DFT total energy   -551.9867 Eh
Orbital gap   9.366 eV
HOMO energy   -0.32543 hartree
SMILES string   COC=S

Geometry (Å):
1 C -0.03 1.03 -0.13
2 O -0.36 -0.24 -0.72
3 C -0.04 -1.24 0.04
4 S -0.38 -2.82 -0.06
5 H -0.13 1.78 -0.95
6 H 1.00 1.08 0.25
7 H -0.64 1.24 0.72
8 H 0.59 -0.83 0.86

=====

Entry 2:
Below is C2H4OS2 in the gas phase in a non-equilibrium geometry, with properties calculated with ωB97M-V/def2-TZVPD.

Calculated values
Energy above the lowest of the compared OMol25 structures with the same formula, charge and spin   250.4 kJ/mol
DFT total energy   -950.1133 Eh
Orbital gap   8.463 eV
HOMO energy   -0.33165 hartree
SMILES string   OCC(=S)S

Geometry (Å):
1 O 0.41 -0.17 -1.74
2 C -0.11 -0.75 -0.53
3 C -0.34 0.17 0.63
4 S -0.47 -0.70 2.04
5 S -0.20 2.04 0.20
6 H 1.46 0.02 -1.22
7 H -0.95 -1.34 -0.64
8 H 0.32 -1.68 -0.25
9 H -0.12 2.42 1.51

=====

Entry 3:
Below is C2H4OS2 in the gas phase in a non-equilibrium geometry, with properties calculated with ωB97M-V/def2-TZVPD.

Calculated values
Energy above the lowest of the compared OMol25 structures with the same formula, charge and spin   332.1 kJ/mol
DFT total energy   -950.0822 Eh
Orbital gap (spin up / spin down)   7.064 / 7.058 eV
HOMO energy (spin up / spin down)   -0.31521 / -0.31503 hartree
SMILES string   C=CSOS

Geometry (Å):
1 C -1.80 0.39 0.19
2 C -0.80 -0.33 -0.34
3 S 0.27 -1.28 0.59
4 O 1.96 -0.86 -0.54
5 S 2.79 0.45 -0.37
6 H -2.56 0.99 -0.31
7 H -2.19 0.48 1.27
8 H -0.78 -0.18 -1.42
9 H 3.11 0.33 0.94

=====

Entry 4:
Below is C2H4OS2 in the gas phase in a non-equilibrium geometry, with properties calculated with ωB97M-V/def2-TZVPD.

Calculated values
Energy above the lowest of the compared OMol25 structures with the same formula, charge and spin   216.0 kJ/mol
DFT total energy   -950.1264 Eh
Orbital gap   8.774 eV
HOMO energy   -0.33356 hartree
SMILES string   C=CSOS

Geometry (Å):
1 C -1.17 0.22 -1.04
2 C -0.15 0.02 -0.22
3 S 1.10 -1.18 -0.42
4 O 2.47 -0.02 -0.06
5 S 2.85 0.33 1.46
6 H -1.90 0.98 -0.83
7 H -1.32 -0.37 -1.93
8 H 0.00 0.62 0.67
9 H 3.65 -0.74 1.74

=====

Entry 5:
Below is a 2-piece molecular cluster, C2H4OS2 overall in a non-equilibrium geometry, with properties calculated with ωB97M-V/def2-TZVPD.

Calculated values
Energy above the lowest of the compared OMol25 structures with the same formula, charge and spin   181.6 kJ/mol
DFT total energy   -950.1395 Eh
Orbital gap   7.420 eV
HOMO energy   -0.32132 hartree
SMILES string   OC=S.C=S

Geometry (Å):
1 O 0.74 1.60 -0.10
2 C 1.71 1.50 0.81
3 S 2.50 2.74 1.48
4 H 0.37 0.81 -0.35
5 H 1.68 0.51 1.27
6 C -1.91 -1.87 -0.74
7 S -0.44 -1.28 -1.21
8 H -2.53 -1.23 -0.02
9 H -2.12 -2.78 -1.14

=====

Entry 6:
Below is C2H4OS2 in the gas phase in a non-equilibrium geometry, with properties calculated with ωB97M-V/def2-TZVPD.

Calculated values
Energy above the lowest of the compared OMol25 structures with the same formula, charge and spin   86.5 kJ/mol
DFT total energy   -950.1758 Eh
Orbital gap   8.783 eV
HOMO energy   -0.35585 hartree
SMILES string   CSSC=O

Geometry (Å):
1 C -1.57 -0.15 0.29
2 S -0.46 -1.20 -0.51
3 S 1.48 -0.79 0.77
4 C 1.91 0.47 -0.35
5 O 2.93 1.09 -0.32
6 H -2.47 -0.28 -0.35
7 H -1.22 0.91 0.16
8 H -1.66 -0.59 1.34
9 H 1.05 0.55 -1.04

=====

Entry 7:
Below is C2H4OS3 in the gas phase in a non-equilibrium geometry, with properties calculated with ωB97M-V/def2-TZVPD.

Calculated values
Energy above the lowest of the compared OMol25 structures with the same formula, charge and spin   202.2 kJ/mol
DFT total energy   -1348.1966 Eh
Orbital gap (spin up / spin down)   6.905 / 6.243 eV
Multiplicity   3
HOMO energy (spin up / spin down)   -0.23040 / -0.35806 hartree

Geometry (Å):
1 C -0.07 0.46 -0.44
2 C -0.32 0.89 0.98
3 O 0.20 -1.98 0.47
4 S 1.89 -1.80 -1.80
5 S -1.38 -0.47 -1.38
6 S 0.35 -1.24 -0.76
7 H 0.42 1.21 -1.14
8 H -0.77 0.00 1.32
9 H -0.98 1.69 1.12
10 H 0.64 1.25 1.62

=====

Entry 8:
Below is C2H4P2 in the gas phase in a non-equilibrium geometry, with properties calculated with ωB97M-V/def2-TZVPD.

Calculated values
Energy above the lowest of the compared OMol25 structures with the same formula, charge and spin   197.6 kJ/mol
DFT total energy   -761.1796 Eh
Orbital gap   9.537 eV
HOMO energy   -0.32209 hartree
SMILES string   C#C[PH]#[PH2]

Geometry (Å):
1 C 2.71 0.46 -0.03
2 C 1.70 -0.14 0.17
3 P 0.02 -1.16 -0.07
4 P -1.39 0.47 0.04
5 H 3.63 0.99 -0.05
6 H -0.34 -1.25 1.29
7 H -2.59 -0.36 0.56
8 H -1.81 0.90 -1.16

=====

Entry 9:
Below is a 2-piece molecular cluster, C2H4P2S overall in a non-equilibrium geometry, with properties calculated with ωB97M-V/def2-TZVPD.

Calculated values
Energy above the lowest of the compared OMol25 structures with the same formula, charge and spin   346.3 kJ/mol
DFT total energy   -1159.3557 Eh
Orbital gap (spin up / spin down)   6.475 / 6.475 eV
HOMO energy (spin up / spin down)   -0.27851 / -0.27849 hartree

Geometry (Å):
1 C 0.48 -0.23 0.28
2 C 0.67 -0.35 -1.14
3 P 0.30 -0.28 1.82
4 P -0.21 0.88 4.42
5 S -1.79 2.05 4.19
6 H 1.63 -0.07 -1.65
7 H -0.20 0.20 -1.65
8 H 0.74 -1.38 -1.51
9 H -2.76 1.27 4.12

=====

Entry 10:
Below is C2H4P2S2 in the gas phase in a non-equilibrium geometry, with properties calculated with ωB97M-V/def2-TZVPD.

Calculated values
Energy above the lowest of the compared OMol25 structures with the same formula, charge and spin   285.9 kJ/mol
DFT total energy   -1557.5781 Eh
Orbital gap   8.538 eV
HOMO energy   -0.32437 hartree
SMILES string   PCP=C1SS1

Geometry (Å):
1 P 0.59 0.97 2.22
2 C 0.44 0.64 0.42
3 P -1.14 -0.41 0.12
4 C -1.15 -0.86 -1.47
5 S -2.19 -1.66 -2.62
6 S -0.40 -0.72 -3.02
7 H 0.13 -0.43 2.43
8 H 2.06 0.89 2.28
9 H 0.52 1.65 -0.17
10 H 1.15 -0.05 -0.19

=====

> Look up the DFT total energy of the eighth one.

-761.1796 Eh

=====

> Look up the energy above the lowest of the compared OMol25 structures with the same formula, charge and spin of the ninth one.

346.3 kJ/mol

=====

> energy above the lowest of the compared OMol25 structures with the same formula, charge and spin of number 1 (C2H4OS)?

110.1 kJ/mol

=====

> Look up the energy above the lowest of the compared OMol25 structures with the same formula, charge and spin of the eighth one.

197.6 kJ/mol